{
  "formula": "C34H48LuN3P",
  "method": "ωB97M-V with the def2-TZVPD basis set",
  "elements": ["Lu", "N", "N", "C", "C", "C", "C", "H", "H", "H", "C", "C", "H", "H", "H", "C", "C", "H", "H", "H", "C", "H", "H", "H", "C", "H", "H", "H", "C", "H", "C", "H", "C", "H", "C", "H", "C", "C", "H", "C", "C", "H", "C", "H", "N", "C", "C", "C", "H", "C", "C", "H", "H", "H", "C", "H", "C", "C", "H", "H", "H", "C", "H", "H", "H", "C", "C", "P", "C", "C", "C", "C", "H", "H", "H", "H", "H", "H", "H", "H", "H", "H", "H", "H", "H", "H", "H"],
  "positions_angstrom": [[0.784693, -0.507874, 0.163114], [1.337661, -2.778560, 4.176664], [0.294638, -2.338584, -1.851585], [1.624687, 1.921397, 0.083644], [2.629117, 0.953600, 0.421130], [2.432593, 0.609513, 1.807817], [3.328347, -0.156716, 2.685150], [4.174148, -0.554348, 2.122690], [2.793490, -1.065614, 3.171175], [3.680698, 0.442754, 3.533934], [1.332351, 1.352271, 2.297750], [0.941416, 1.365921, 3.725739], [1.563080, 2.074579, 4.300108], [1.072014, 0.383244, 4.206539], [-0.103429, 1.667100, 3.879978], [0.829706, 2.160445, 1.244730], [-0.246705, 3.170224, 1.403873], [-1.132399, 2.752522, 1.907504], [-0.580583, 3.557204, 0.433690], [0.063670, 4.041375, 2.008724], [3.580277, 0.266895, -0.506339], [4.522980, 0.829055, -0.623039], [3.177320, 0.151648, -1.529399], [3.835565, -0.744095, -0.147281], [1.428447, 2.548898, -1.254002], [0.374137, 2.804352, -1.440083], [1.748211, 1.878650, -2.065815], [2.002510, 3.482101, -1.392189], [0.318181, -3.412616, 4.709866], [0.152043, -3.186417, 5.741826], [-0.584557, -4.243961, 4.030696], [-1.250926, -4.804340, 4.640018], [-0.566924, -4.277740, 2.633531], [-1.273019, -4.901372, 2.074807], [0.328949, -3.413725, 1.960317], [0.358966, -3.371514, 0.847862], [1.413903, -2.812250, 2.793172], [2.602891, -2.367792, 2.322726], [2.329757, -2.578795, 1.030024], [0.058760, -1.073790, -2.250543], [1.336460, -2.824377, -2.718012], [2.048344, -3.680918, -2.587936], [1.100991, -2.151885, -3.922120], [1.397724, -2.492692, -4.943603], [0.321450, -1.001316, -3.626940], [0.266918, 0.207316, -4.227060], [1.367782, 0.588860, -4.994928], [1.254713, 1.807262, -5.671066], [2.025274, 2.078859, -6.381579], [0.170348, 2.655199, -5.476664], [0.004149, 3.840289, -6.341845], [-0.539681, 4.645425, -5.851281], [-0.566645, 3.579860, -7.238012], [0.959869, 4.232591, -6.685580], [-0.782912, 2.347450, -4.507533], [-1.598837, 3.033186, -4.318049], [-0.743139, 1.117212, -3.834688], [-1.725143, 0.840218, -2.728740], [-1.871880, -0.241896, -2.568469], [-2.694351, 1.305419, -2.969253], [-1.423034, 1.299183, -1.763625], [2.668184, -0.167258, -4.975773], [2.575390, -1.232282, -5.217248], [3.190404, -0.083823, -4.001834], [3.341555, 0.226666, -5.748819], [-1.743254, -0.695508, 4.383026], [-2.206372, -1.233890, 3.039210], [-1.807465, -0.319864, 1.500508], [-2.783943, -1.358631, 0.286853], [-3.998756, -2.166948, 0.771048], [-2.988814, 1.098910, 1.772708], [-3.216331, 1.734324, 3.146308], [-2.036087, -1.411458, 5.163331], [-0.656954, -0.573338, 4.442755], [-2.205037, 0.257803, 4.655236], [-1.815588, -2.248509, 2.900971], [-3.300042, -1.312377, 3.023906], [-3.100049, -0.641223, -0.486051], [-2.068754, -2.041775, -0.203924], [-4.656753, -1.611974, 1.451879], [-4.612021, -2.455927, -0.093697], [-3.703517, -3.101026, 1.266436], [-2.705295, 1.877448, 1.051618], [-3.943795, 0.683070, 1.423006], [-3.861320, 1.114420, 3.785567], [-2.302807, 1.967546, 3.711401], [-3.747606, 2.686746, 3.010041]],
  "atomic_forces_ev_per_a": [[-0.24, -1.35, 1.25], [-1.72, 0.11, 1.20], [4.10, 1.64, 2.06], [-0.41, -0.48, 0.16], [-0.59, 0.00, 0.72], [0.44, 0.90, 0.03], [0.31, 1.13, 1.29], [-0.14, -0.11, 0.45], [1.13, 1.44, -0.80], [0.28, 0.70, -0.16], [0.24, -0.37, -1.06], [-0.26, 0.02, 0.77], [-0.08, -0.12, -0.17], [0.11, 0.27, -0.30], [0.18, 0.00, -0.09], [0.53, -0.70, -0.18], [-0.67, 0.41, 0.04], [0.42, 0.20, -0.11], [0.02, -0.02, 0.12], [0.07, -0.30, -0.20], [0.65, -0.04, -0.35], [-0.19, -0.22, 0.00], [0.00, 0.06, 0.16], [-0.05, 0.31, 0.01], [-0.02, 0.41, -0.66], [0.28, -0.10, 0.00], [-0.13, 0.14, 0.10], [-0.08, -0.23, 0.15], [0.61, 0.41, -0.94], [0.00, -0.33, 0.92], [0.02, -0.05, 0.52], [-0.68, -0.52, 0.16], [0.98, 1.47, -1.40], [0.15, 0.20, 0.11], [-1.53, -1.08, 1.03], [0.18, -0.16, 0.87], [-0.04, -0.45, -1.55], [-1.14, -2.77, -4.55], [0.96, 0.77, 1.23], [-0.89, -1.50, 0.30], [-2.67, -0.23, -2.59], [-1.40, 0.69, 0.15], [0.90, -0.92, 0.46], [-0.46, 0.64, 1.28], [0.85, -3.03, 2.64], [0.35, 1.82, -0.25], [-0.40, 1.01, -0.46], [-0.02, -0.43, 0.19], [0.12, 0.15, 0.04], [-0.06, -0.45, 0.31], [-0.13, 0.70, -0.58], [-0.01, 0.06, 0.10], [-0.01, 0.00, -0.02], [0.08, 0.05, 0.02], [0.41, -0.87, -0.07], [0.00, 0.08, 0.11], [0.24, 0.42, -0.64], [-1.08, 0.12, -0.07], [-0.09, 0.81, -0.02], [0.15, -0.01, -0.13], [0.11, -0.44, -0.48], [0.73, -0.21, -0.81], [0.26, 0.78, 0.18], [-0.40, -0.06, -0.39], [-0.10, 0.26, 0.25], [0.17, 0.07, 0.52], [0.11, -0.43, 0.06], [-0.60, -0.72, 0.61], [0.04, 0.13, -0.25], [-0.09, -0.11, -0.11], [-0.06, 0.18, -0.94], [-0.16, 0.31, 0.24], [0.16, 0.03, -0.20], [-0.29, -0.26, -0.08], [0.21, -0.34, -0.06], [0.02, 0.14, 0.09], [0.11, 0.04, 0.11], [0.07, -0.16, 0.05], [-0.18, 0.25, 0.17], [0.15, -0.04, -0.14], [0.15, 0.08, 0.13], [0.05, 0.34, 0.01], [-0.22, -0.15, 0.08], [0.05, 0.18, 0.04], [0.30, 0.10, -0.22], [-0.25, -0.10, -0.35], [0.08, -0.17, -0.06]],
  "lowdin_charge": [1.5880, 0.0446, -0.0613, -0.3311, -0.3836, -0.3305, -0.1578, 0.0646, 0.0104, 0.0734, -0.2788, -0.0429, 0.0920, 0.0753, 0.0538, -0.2825, -0.0457, 0.0330, 0.0723, 0.0916, -0.0725, 0.0878, 0.0538, 0.0757, -0.0571, 0.0596, 0.0656, 0.0855, -0.2501, 0.0755, -0.1895, 0.0436, -0.1809, 0.0848, -0.1543, 0.0413, -0.5504, -0.1246, 0.0211, -0.3006, -0.1221, 0.1048, -0.1155, 0.1163, -0.0488, -0.1841, -0.1845, -0.0134, 0.1101, -0.2958, -0.0721, 0.0743, 0.0832, 0.0739, -0.0084, 0.1145, -0.1819, -0.0905, 0.0509, 0.0786, 0.0672, -0.0468, 0.0415, 0.0919, 0.0783, -0.1404, -0.3957, 0.9372, -0.4093, -0.1537, -0.3971, -0.1644, 0.0789, 0.0456, 0.0322, 0.0408, 0.0681, 0.0592, 0.0548, 0.0578, 0.0692, 0.0738, 0.0531, 0.0717, 0.0738, 0.0491, 0.0747],
  "homo_lumo_gap_ev": 3.43,
  "multiplicity": 1,
  "charge": -1
}

***

{
  "formula": "C24H23Br2N3O2",
  "method": "ωB97M-V with the def2-TZVPD basis set",
  "elements": ["C", "O", "C", "C", "C", "C", "C", "C", "C", "C", "Br", "C", "O", "C", "Br", "C", "C", "C", "H", "H", "H", "H", "H", "H", "H", "H", "H", "H", "C", "C", "C", "C", "C", "N", "C", "N", "C", "C", "N", "C", "C", "H", "H", "H", "H", "H", "H", "H", "H", "H", "H", "H", "H", "H"],
  "positions_angstrom": [[7.284828, 0.515585, -1.190995], [6.242925, 1.365572, -0.671640], [5.366059, 0.883019, 0.243403], [5.408739, -0.447654, 0.739889], [4.362982, -0.891841, 1.528220], [3.237238, -0.056910, 1.838296], [2.099505, -0.533577, 2.538268], [1.678680, -1.891411, 2.552769], [0.881164, -2.446499, 3.618024], [0.311246, -3.687096, 3.550515], [-0.803051, -4.376964, 4.916164], [0.503578, -4.577073, 2.374724], [-0.086498, -5.654600, 2.238096], [1.444581, -4.049083, 1.362724], [1.797901, -5.178656, -0.117217], [1.987628, -2.796081, 1.473365], [3.293973, 1.308378, 1.422482], [4.336336, 1.777150, 0.659296], [7.794547, 1.186045, -1.886963], [7.976250, 0.178918, -0.397905], [6.878555, -0.362586, -1.724230], [6.249388, -1.106402, 0.479906], [4.405626, -1.918535, 1.893540], [1.508057, 0.205363, 3.086423], [0.707914, -1.831725, 4.496996], [2.648954, -2.462041, 0.678719], [2.442089, 1.953744, 1.662548], [4.403966, 2.812543, 0.314228], [-1.795819, 0.760771, -1.604334], [-1.780858, 0.278342, -0.289565], [-1.417842, 1.126887, 0.760809], [-1.037915, 2.444734, 0.492247], [-0.587738, 3.318944, 1.647931], [0.741042, 3.038721, 2.175979], [1.151919, 4.038966, 2.928620], [2.434154, 4.263286, 3.329885], [2.532837, 5.382144, 4.224334], [1.089575, 5.856172, 4.366633], [0.382244, 5.038176, 3.425174], [-1.107490, 2.950659, -0.815925], [-1.462799, 2.096383, -1.866733], [-2.072558, 0.100455, -2.423198], [-2.057604, -0.749438, -0.058961], [-1.407334, 0.784025, 1.800648], [-0.590097, 4.360564, 1.288969], [-1.381531, 3.223889, 2.420858], [3.195072, 3.676766, 3.012375], [2.922762, 5.075146, 5.193725], [3.152646, 6.184077, 3.821555], [0.716867, 5.674958, 5.377106], [0.982295, 6.914055, 4.132011], [-0.629111, 5.007123, 3.334317], [-0.870904, 4.006999, -0.992925], [-1.483979, 2.483254, -2.886557]],
  "atomic_forces_ev_per_a": [[-0.28, 0.27, 0.18], [0.11, -0.33, 0.37], [-0.35, -0.39, 0.13], [0.14, 0.91, -0.47], [-0.77, 0.30, 0.16], [1.60, 0.41, -1.13], [-1.01, -2.41, 0.56], [0.58, 1.30, 0.04], [-1.25, -0.42, 0.15], [0.63, 0.72, -0.31], [0.27, 0.23, -0.14], [-0.71, -1.22, -0.24], [0.82, 1.45, 0.30], [0.26, 1.12, 0.54], [-0.01, 0.32, 0.25], [0.10, -1.20, -0.71], [-0.15, -0.64, 0.26], [0.96, -0.51, -0.46], [0.10, -0.40, 0.08], [-0.29, 0.20, -0.28], [0.05, 0.40, 0.23], [-0.55, 0.32, 0.20], [-0.10, 0.34, 0.07], [0.23, -0.27, 0.13], [-0.06, -0.06, -0.09], [-0.28, 0.03, 0.05], [0.22, -0.18, -0.09], [-0.18, -0.37, 0.06], [0.14, 0.23, 0.23], [0.01, 0.30, 0.16], [0.17, 0.04, -0.48], [0.16, 0.04, 0.08], [-0.62, 0.14, -0.22], [0.57, 1.48, 0.64], [-0.67, -1.83, -1.22], [0.08, -0.75, -0.27], [0.56, 0.20, 0.34], [-0.43, 0.33, 0.44], [-0.83, 0.18, -0.48], [0.12, -0.49, 0.28], [-0.09, -0.01, 0.30], [0.05, 0.12, 0.16], [0.04, 0.19, -0.20], [0.01, -0.02, -0.41], [-0.31, -0.11, 0.00], [0.27, 0.10, -0.06], [-0.28, 0.28, 0.21], [0.19, 0.12, 0.06], [0.16, -0.08, -0.01], [0.04, 0.16, 0.07], [0.01, 0.06, 0.09], [0.65, 0.03, 0.24], [-0.02, -0.48, -0.01], [-0.04, -0.17, 0.25]],
  "lowdin_charge": [-0.0617, -0.0875, -0.2526, -0.0076, -0.0233, -0.2130, 0.0550, -0.2053, -0.0762, -0.5932, 0.7690, -0.5015, -0.0180, -0.5884, 0.7673, -0.0841, -0.0232, 0.0047, 0.0931, 0.0967, 0.1004, 0.1110, 0.1203, 0.1236, 0.1102, 0.1007, 0.0659, 0.1220, -0.0946, -0.0823, -0.0505, -0.2219, -0.2330, 0.0571, -0.4406, 0.0709, -0.1574, -0.1534, 0.0583, -0.0447, -0.0896, 0.0984, 0.1021, 0.1140, 0.1077, 0.1194, 0.1341, 0.1129, 0.1142, 0.1164, 0.1144, 0.1350, 0.1093, 0.0996],
  "homo_lumo_gap_ev": 6.36,
  "smiles": "COc1ccc(C=C2C=C(Br)C(=O)C(Br)=C2)cc1.c1ccc(CN=C2NCCN2)cc1",
  "relative_energy_kj_mol": 11.9,
  "multiplicity": 1
}